Entry from the Open Molecules 2025 dataset: a cluster of 10 separate species, C33H86O10 in total in a non-equilibrium geometry (wB97M-V/def2-TZVPD).

Structure (XYZ):
```
129
Properties=species:S:1:pos:R:3
O 0.693 1.565 5.598
O 4.609 -0.881 2.877
O 2.974 3.951 2.216
O -5.228 -3.294 -0.900
O -3.589 1.904 -2.896
O -1.147 0.704 -1.974
O -2.695 0.052 2.671
O 1.513 1.597 -2.741
O -4.243 -3.597 -3.471
O -0.094 -4.671 -5.091
C -1.754 -5.880 -6.365
C -3.189 -1.547 -4.029
C -3.439 1.211 3.044
C 4.255 3.392 2.056
C 4.633 2.606 3.310
C 5.811 -0.786 4.848
C 3.616 0.647 -1.777
C 4.407 -1.156 1.501
C -1.944 -2.130 3.184
C 2.232 4.206 0.986
C -3.022 -3.048 -3.858
C -3.503 2.383 -4.259
C 1.222 -4.610 -4.551
C -0.602 3.463 5.018
C -4.743 3.140 -4.611
C 1.590 0.586 5.166
C 1.394 -0.533 6.136
C 2.661 0.796 -3.001
C 1.270 -3.384 -3.633
C -4.947 -1.991 1.085
C 0.357 3.652 -2.504
C 2.922 -1.194 1.296
C -0.386 0.916 0.266
C -0.584 -1.379 -0.833
C -2.764 -0.956 3.695
C 0.845 4.682 1.395
C -1.189 0.034 -0.725
C 0.339 2.400 4.504
C 1.757 2.975 -2.716
C 5.907 -1.097 3.392
C -0.297 -5.752 -6.001
C -4.470 -2.277 -0.328
C -3.539 2.154 1.825
H -0.913 -1.779 3.218
H -0.062 4.143 5.677
H -2.056 -6.838 -6.789
H -0.096 1.779 3.722
H 2.489 3.356 -2.005
H -2.854 1.288 -2.885
H -4.140 1.765 1.003
H 2.237 -1.214 6.248
H 4.865 -0.353 0.923
H -2.416 -5.684 -5.522
H 2.551 -0.246 1.686
H -0.846 4.075 4.150
H 5.543 0.268 4.923
H -3.419 -1.107 -3.058
H -4.113 -4.548 -3.494
H -1.999 -5.103 -7.090
H 0.472 4.729 -2.627
H -2.864 1.748 3.798
H -2.349 -0.460 4.572
H -3.453 -2.649 -0.450
H -3.928 -1.212 -4.757
H -4.494 -1.050 1.397
H -0.717 0.587 1.251
H 4.210 2.694 1.220
H -2.662 3.068 -4.360
H 2.522 -1.976 1.941
H -4.027 3.080 2.129
H -1.109 -2.089 -1.472
H -3.354 1.556 -4.954
H 4.615 3.234 4.200
H 5.066 -1.317 5.441
H 1.004 5.514 2.081
H 0.372 -5.666 -6.857
H -6.034 -1.916 1.130
H 2.595 1.006 5.104
H 4.984 4.197 1.951
H 5.574 2.055 3.317
H -4.644 -1.420 -0.979
H 0.469 -1.353 -1.115
H 3.171 1.009 -3.940
H 1.210 2.857 4.035
H -0.445 3.257 -3.127
H -0.227 0.947 -2.100
H 0.411 -0.951 5.918
H 4.859 -2.105 1.214
H 3.866 1.833 3.364
H 2.743 4.943 0.366
H -0.574 1.990 0.244
H 2.668 -1.393 0.255
H 6.603 -0.442 2.868
H 3.033 0.674 -0.857
H 0.431 3.838 1.946
H -4.443 1.050 3.436
H 1.953 -4.439 -5.342
H 0.231 5.033 0.565
H -2.234 -0.083 -0.438
H 2.286 -3.062 -3.403
H -0.657 -1.800 0.169
H -2.619 -3.469 -4.779
H 1.411 0.250 4.145
H 2.105 3.255 -3.711
H 4.257 -0.234 -1.740
H 0.676 0.741 0.099
H 1.301 -0.117 7.139
H -1.978 -2.978 3.868
H 0.630 -3.510 -2.761
H 0.794 -2.557 -4.161
H 6.232 -2.124 3.224
H -3.758 -1.312 3.969
H 1.594 -5.589 -4.250
H -2.272 -1.076 -4.383
H 4.291 1.502 -1.813
H -5.656 2.546 -4.616
H -4.565 -2.683 1.835
H -4.991 -3.286 -1.830
H -2.544 2.359 1.428
H -4.813 3.995 -3.937
H 6.777 -1.000 5.306
H 0.006 -6.675 -5.506
H -2.275 -2.422 2.187
H -1.549 3.111 5.427
H -2.304 -3.320 -3.084
H -4.592 3.644 -5.565
H 2.128 3.261 0.454
H 2.132 -0.148 -3.130
H 0.041 3.659 -1.461
```

Results
Gap between HOMO and LUMO (spin up / spin down) ... 0.3138 / 0.0783 Ha
Expectation value of S² ... 0.754
Strongest force on any atom ... 0.0562 hartree/bohr
Spin multiplicity ... 2
Charge ... +1